1.
An isolated molecule of C4H10N2O. Source: the OMol25 dataset; level of theory: the ωB97M-V functional and the def2-TZVPD basis.

## Properties
molar mass: 102.1 g/mol
F_max: 1.21 eV/Å
net charge: 0
SMILES: NC[C@H](N)CC=O
HOMO-LUMO gap: 9.811 eV
LUMO: 0.94 eV

XYZ file:
```
17
C4H10N2O | the OMol25 dataset | the ωB97M-V functional and the def2-TZVPD basis
N 1.4139 2.0978 1.2883
C 1.3449 1.1976 0.1644
C 0.0133 0.4316 0.1455
N -0.0048 -0.4560 1.3124
C -0.0443 -0.4028 -1.1400
C -1.3951 -1.0638 -1.2105
O -1.6058 -2.2334 -1.0742
H 2.2583 2.1797 1.8308
H 0.5928 2.5879 1.5855
H 1.4314 1.7372 -0.7876
H 2.0895 0.4130 0.2877
H -0.7853 1.1857 0.0917
H -0.7842 -1.1038 1.2188
H -0.2958 0.0981 2.1195
H 0.0698 0.2553 -2.0121
H 0.7355 -1.1650 -1.1487
H -2.2224 -0.3328 -1.3589
```

2.
The ion C6H17N2 with charge +1. Source: the OMol25 dataset; level of theory: the ωB97M-V functional and the def2-TZVPD basis.

## Properties
molar mass: 117.2 g/mol
F_max: 2.46 eV/Å
net charge: +1
SMILES: CCNCC[NH2+]CC
HOMO-LUMO gap: 10.277 eV
LUMO: -2.87 eV

XYZ file:
```
25
C6H17N2 | the OMol25 dataset | the ωB97M-V functional and the def2-TZVPD basis
C 2.0148 -1.4238 -2.4157
C 1.0894 -1.6279 -1.1936
N 1.3759 -0.7834 -0.0562
C 1.2258 0.6508 -0.2904
C -0.2544 0.9470 -0.0801
N -0.5156 0.6533 1.3436
C -1.9495 0.1892 1.6056
C -2.9840 1.1933 1.1509
H 2.1369 -2.3984 -2.8852
H 2.9651 -0.9678 -2.1021
H 1.8400 -0.7373 -3.2528
H 0.1011 -1.4725 -1.6305
H 1.1648 -2.6782 -0.9370
H 2.2748 -0.9921 0.3536
H 1.6436 0.9937 -1.2484
H 1.9036 1.2707 0.3057
H -0.9402 0.3610 -0.6718
H -0.3572 2.0020 -0.3258
H -0.2100 1.3098 2.0604
H 0.0407 -0.2004 1.5253
H -2.0139 -0.7014 0.9871
H -2.0449 -0.0262 2.6582
H -2.7664 1.8103 0.2769
H -3.0599 2.0358 1.8491
H -3.9149 0.6793 1.0504
```

3.
A structure of composition C12H15Br6Cl3O9. Source: the OMol25 dataset; level of theory: the ωB97M-V functional and the def2-TZVPD basis.

## Properties
molar mass: 889.0 g/mol
F_max: 6.84 eV/Å
net charge: -1
HOMO-LUMO gap (alpha / beta): 2.327 / 6.609 eV
2S+1: 2
expectation value of S²: 0.755
LUMO (alpha / beta): 1.51 / 1.51 eV

XYZ file:
```
45
C12H15Br6Cl3O9 | the OMol25 dataset | the ωB97M-V functional and the def2-TZVPD basis
C -7.9314 -2.2107 10.1223
Br -8.2009 -1.8769 12.0659
Br -6.6655 -3.7064 9.8264
Br -7.3831 -0.6032 9.1840
H -8.9149 -2.3868 9.6868
C -11.6665 -7.9292 8.9580
Br -13.2261 -8.4799 10.1522
Br -12.2859 -8.2358 7.0773
Br -9.9434 -8.9133 9.3292
H -11.4981 -6.8549 9.0331
C -11.6619 -4.4786 11.7180
Cl -13.4047 -4.1831 11.3040
Cl -10.6870 -4.5946 10.2380
Cl -11.4904 -5.9739 12.6051
H -11.3824 -3.5852 12.2763
C -14.1966 1.3901 13.5830
C -15.3678 0.9701 12.6771
O -14.9589 -0.3857 12.3437
C -14.0600 -0.8269 13.2186
O -13.4979 -1.9191 13.2765
O -13.7549 0.1661 14.0847
H -14.6186 1.8578 14.4726
H -13.3959 1.9631 13.1154
H -15.3203 1.7455 11.9125
H -16.4031 0.9138 13.0133
C -11.7457 2.0886 10.4216
C -10.6435 1.8265 9.4427
O -10.2247 0.5283 9.8043
C -10.9504 0.0356 10.7979
O -10.9583 -1.1356 11.2050
O -11.7090 0.9230 11.2220
H -12.7019 2.1937 9.9090
H -11.5663 3.0327 10.9359
H -9.8588 2.5803 9.5068
H -10.9339 1.8676 8.3930
C -16.0115 -0.7371 9.4239
C -14.7889 -1.6037 9.3332
O -13.9166 -0.8638 8.4902
C -14.3434 0.4274 8.4661
O -13.7849 1.3144 7.8273
O -15.5511 0.5594 9.0837
H -16.4705 -0.7474 10.4125
H -16.7552 -1.0167 8.6776
H -15.0836 -2.5548 8.8896
H -14.4273 -1.6391 10.3608
```

4.
A structure of composition C40H50ClMnN3O5PSeSi2. Source: the OMol25 dataset; level of theory: the ωB97M-V functional and the def2-TZVPD basis.

## Properties
molar mass: 909.4 g/mol
F_max: 1.38 eV/Å
net charge: -1
HOMO-LUMO gap (alpha / beta): 6.692 / 6.739 eV
2S+1: 6
expectation value of S²: 8.896
LUMO (alpha / beta): 1.57 / 1.09 eV

XYZ file:
```
104
C40H50ClMnN3O5PSeSi2 | the OMol25 dataset | the ωB97M-V functional and the def2-TZVPD basis
Mn 0.3303 0.6593 -0.7350
C -3.0577 2.3053 2.9714
Si -1.9481 1.0704 2.0830
C -3.0819 0.2165 0.8501
C -1.3335 0.0191 3.5166
C -0.5400 1.7540 1.0740
C -0.9895 2.7361 0.0501
C -1.7956 3.8766 0.1915
C -2.0923 4.6309 -0.9240
C -1.5844 4.2641 -2.1715
C -0.7982 3.1407 -2.2459
N -0.5323 2.4101 -1.1605
Si 0.8509 2.4414 2.1084
C 0.3034 4.0627 2.8943
C 1.2629 1.3529 3.5887
C 2.3697 2.8356 1.1147
H -3.7711 1.7351 3.5806
H -3.6400 2.9358 2.2901
H -2.4961 2.9589 3.6481
H -3.6454 -0.6355 1.2533
H -2.4899 -0.1487 0.0105
H -3.8086 0.9414 0.4633
H -2.1904 -0.6164 3.7920
H -1.1886 0.6762 4.3808
H -0.1456 -1.2944 2.3225
H -2.1576 4.1484 1.1740
H -2.7080 5.5194 -0.8311
H -1.7926 4.8399 -3.0633
H -0.3473 2.8210 -3.1743
H -0.5539 3.9149 3.5611
H 0.0247 4.8093 2.1407
H 1.1234 4.4816 3.4910
H 0.6334 1.6509 4.4362
H 2.2789 1.6661 3.8663
H 1.8255 -0.4064 2.5283
H 2.2227 3.7588 0.5414
H 2.6212 2.0493 0.3962
H 3.2351 2.9772 1.7728
Cl 1.1009 -1.0409 0.2295
C 1.2986 -0.1907 3.4583
C 2.1844 -0.7378 4.5583
C 1.8869 -1.7730 5.3345
C 0.6105 -2.4933 5.1620
C -0.2678 -2.1003 4.2460
C -0.0973 -0.9000 3.3367
P -1.4687 -3.0191 0.6315
C -0.0715 -4.0953 0.2142
C 0.5810 -4.8630 1.1862
C 1.7464 -5.5484 0.8708
C 2.2757 -5.4710 -0.4135
C 1.6407 -4.7061 -1.3821
C 0.4772 -4.0166 -1.0673
C -2.5695 -4.1384 1.5422
C -3.5233 -3.5537 2.3887
C -4.4976 -4.3192 3.0163
C -4.5492 -5.6915 2.7983
C -3.6127 -6.2894 1.9613
C -2.6312 -5.5254 1.3449
H 3.1365 -0.2264 4.6825
H 2.5862 -2.1175 6.0880
H 0.4021 -3.3525 5.7920
H -1.1987 -2.6509 4.1211
H 0.1846 -4.8988 2.1964
H 2.2569 -6.1231 1.6352
H 3.2017 -5.9825 -0.6493
H 2.0701 -4.6089 -2.3725
H 0.0196 -3.3640 -1.8050
H -3.4888 -2.4772 2.5536
H -5.2200 -3.8444 3.6701
H -5.3141 -6.2915 3.2780
H -3.6556 -7.3578 1.7817
H -1.9055 -6.0009 0.6959
O 2.9483 0.7205 -4.1335
Se 2.7264 -0.0099 -2.6922
O 4.0805 -0.4897 -1.9415
O 1.9310 1.1760 -1.6988
O 1.6000 -1.2014 -2.8286
C -1.6258 -5.7075 -4.7774
C -1.9108 -4.9088 -3.5149
N -3.2522 -4.3265 -3.4869
C -4.3953 -5.2352 -3.4471
C -5.1346 -5.3120 -4.7763
C -3.4974 -3.0009 -3.2870
O -4.6213 -2.5715 -3.0620
C -2.3325 -2.0639 -3.4048
C -1.6452 -1.8920 -4.6052
C -0.7207 -0.8786 -4.7033
C -0.4776 -0.0921 -3.5835
N -1.1439 -0.2298 -2.4325
C -2.0543 -1.2068 -2.3688
H -0.5998 -6.0828 -4.7515
H -1.7425 -5.0836 -5.6679
H -2.2956 -6.5659 -4.8687
H -1.1857 -4.1098 -3.4155
H -1.7975 -5.5566 -2.6421
H -5.0790 -4.8753 -2.6830
H -4.0255 -6.2163 -3.1464
H -5.5362 -4.3286 -5.0254
H -5.9661 -6.0185 -4.7108
H -4.4702 -5.6306 -5.5820
H -1.8474 -2.5465 -5.4470
H -0.1353 -0.7086 -5.5974
H 0.2348 0.7180 -3.6628
H -2.5900 -1.3108 -1.4344
```

5.
A cluster of 2 separate species, C3H6NOP in total. Source: the OMol25 dataset; level of theory: the ωB97M-V functional and the def2-TZVPD basis.

## Properties
molar mass: 103.1 g/mol
F_max: 3.74 eV/Å
net charge: 0
HOMO-LUMO gap (alpha / beta): 6.578 / 8.525 eV
LUMO (alpha / beta): -1.06 / 0.27 eV

XYZ file:
```
12
C3H6NOP | the OMol25 dataset | the ωB97M-V functional and the def2-TZVPD basis
C -3.4788 -1.6024 -0.8444
C 2.0578 1.4301 0.0682
C 1.0793 0.7941 0.9623
N -4.4861 -1.5026 -1.3338
O 0.5503 -0.3910 0.7742
P -0.1175 -0.9817 -0.6465
H 2.1821 0.8640 -0.7962
H 1.6460 2.3615 -0.3742
H 2.9310 1.7593 0.5030
H 1.0569 0.9764 1.9871
H -2.4969 -1.8625 -0.4247
H -0.9241 -1.8451 0.1251
```